Entry 1:
The following is a DFT calculation (ωB97M-V/def2-TZVPD) of a molecular structure, C43H40AsCaCl2F3N2O10P2S2.

Last column: Mulliken charge in e.
CARTESIAN COORDINATES (ANGSTROEM)
As (3.07251, 0.04779, -4.86049)  0.725
Ca (0.51222, -0.21584, -2.73648)  2.388
Cl (7.41222, 0.33493, 0.88842)  -0.319
Cl (3.76568, 4.14260, -0.30099)  -0.295
S (-2.03688, -2.64382, 5.39794)  -0.116
S (0.09747, -1.71805, -4.93171)  1.374
P (-2.32681, 1.23551, 0.82293)  0.440
P (0.40943, 0.47772, 1.55046)  -0.464
F (-3.96067, -2.50556, -3.78449)  -0.285
F (-2.35599, -3.28031, -2.56234)  -0.228
F (-4.08044, -2.38418, -1.62553)  -0.287
O (2.59428, -0.12598, -3.28285)  -0.469
O (0.72311, -2.26733, -3.72653)  -0.562
O (4.66873, 0.31469, -5.15187)  -0.874
O (0.03173, -0.24707, -4.87903)  -0.680
O (-1.13325, -2.35520, -5.32766)  -0.779
O (-1.41035, -0.82894, -2.20326)  -0.799
O (1.98547, 1.86108, -0.79574)  -0.423
O (1.25178, -0.81262, -0.75709)  0.420
O (2.28123, 1.52843, -5.49925)  -0.607
O (-3.33765, 0.06772, -2.94611)  -0.763
N (-1.24684, 0.62577, 2.08378)  0.561
N (0.23416, 2.10534, -3.01572)  -0.589
C (-2.29195, 4.93488, -0.78739)  -0.610
C (0.78055, -1.14722, 0.61569)  0.391
C (-3.22301, -2.27478, -2.69423)  0.704
C (1.15034, -1.23648, 3.76247)  0.895
C (-0.56010, 3.54617, 0.87764)  0.084
C (-1.10029, 5.52726, -0.38017)  -0.505
C (-0.32228, -2.15329, 0.51855)  -0.557
C (-6.08653, 1.42138, 2.46355)  -0.556
C (3.13847, 1.50054, -0.44115)  -0.065
C (-2.89916, -1.06660, 5.10597)  -1.152
C (2.10875, -0.35383, 5.78462)  -0.733
C (1.64351, -1.43150, 5.04411)  -1.042
C (-3.75791, 1.72833, 1.89711)  0.630
C (1.58501, 1.11063, 3.95357)  -0.725
C (1.99927, -3.16008, -8.18564)  -0.498
C (2.08259, 0.92044, 5.23477)  -0.698
C (-3.66742, 2.71177, 2.88271)  -0.860
C (2.50656, -1.29786, -6.17150)  -0.852
C (-4.76997, 3.04351, 3.65261)  -0.446
C (-0.23637, 4.82767, 0.44526)  -0.598
C (-1.88752, -0.42876, 2.88683)  -0.337
C (-5.98431, 2.39637, 3.44294)  -0.523
C (3.55569, 0.13583, -0.26683)  -0.072
C (5.79121, 0.78610, 0.37568)  -0.065
C (-4.97578, 1.09021, 1.69249)  -0.523
C (5.45593, 2.12416, 0.24940)  -0.676
C (2.63874, -1.05874, -0.39810)  -1.191
C (-2.10779, -0.01633, 4.33544)  0.204
C (1.10067, 0.03973, 3.20272)  0.591
C (1.30275, -2.00552, -6.20490)  0.216
C (4.18012, 2.44888, -0.14916)  0.473
C (-2.60540, 3.65204, -0.37378)  -0.858
C (3.20146, -2.47121, -8.15913)  -0.494
C (4.84750, -0.18881, 0.11556)  -0.716
C (3.45688, -1.54587, -7.15387)  -0.501
C (-1.74760, 2.94642, 0.47746)  0.466
C (-2.62338, -3.62763, 3.99872)  -0.540
C (-2.58279, -0.85060, -2.65540)  0.631
C (2.31787, -3.16417, 1.02979)  -1.703
C (1.04541, -2.92853, -7.20348)  -0.396
C (2.19674, -1.67789, 0.94872)  0.357
C (1.27922, -3.97828, 0.85353)  -0.884
C (-0.07130, -3.45791, 0.60744)  -0.866
H (0.87572, 2.43137, -2.28826)  0.212
H (3.31003, -3.56456, 1.21247)  0.447
H (1.65577, -2.42868, 5.46614)  0.424
H (-3.71235, -3.66255, 3.98836)  0.318
H (-2.72050, 3.21770, 3.03788)  0.361
H (3.06248, -1.78024, -1.09924)  1.224
H (2.69030, -1.20380, 1.79569)  1.175
H (-0.87963, -4.17001, 0.48556)  0.547
H (-1.28527, -1.33554, 2.86934)  -0.873
H (0.75567, 2.06722, -3.89188)  0.282
H (-2.85647, -0.69202, 2.44265)  1.112
H (2.46448, 1.76438, 5.79616)  0.411
H (0.79901, -2.09537, 3.20024)  0.100
H (-2.66572, 0.92260, 4.36400)  0.007
H (-2.25442, -3.24392, 3.04885)  -0.003
H (-4.68781, 3.81005, 4.41455)  0.396
H (2.49397, -0.50834, 6.78534)  0.362
H (-1.13841, 0.15729, 4.81003)  -0.008
H (4.39112, -0.99985, -7.09950)  0.543
H (5.12814, -1.23327, 0.21956)  0.447
H (-2.96982, 5.46772, -1.44331)  0.375
H (3.94805, -2.65606, -8.92280)  0.358
H (-5.05342, 0.34227, 0.91366)  0.536
H (0.71008, 5.26332, 0.74045)  0.395
H (-0.52324, 2.76669, -3.12533)  0.091
H (-7.03114, 0.91959, 2.29206)  0.418
H (-3.50966, 3.17239, -0.73277)  0.386
H (6.17822, 2.90126, 0.45924)  0.429
H (-3.16829, -0.69207, 6.09411)  0.477
H (-2.23874, -4.63652, 4.14252)  0.353
H (1.80084, -3.87806, -8.97292)  0.359
H (1.41511, -5.05289, 0.88540)  0.455
H (0.09705, -3.44966, -7.19410)  0.500
H (1.57719, 2.10382, 3.51867)  0.336
H (0.13905, 3.00770, 1.50003)  0.420
H (-6.84949, 2.66189, 4.03924)  0.364
H (-0.83846, 6.51832, -0.73124)  0.350
H (-3.82794, -1.30536, 4.58110)  0.384
H (-1.31751, -1.78624, 0.30615)  0.494
H (3.02044, 2.15232, -5.49518)  0.271

Output
orbital gap: 5.64 eV
charge: -2
ΔE to the lowest compared entry with this formula, charge and spin: 3.457 eV

---

Entry 2:
The following is a DFT calculation (ωB97M-V/def2-TZVPD) of a molecular structure, C43H40AsCl4F6FeGeIN2O5Te.

Last column: Mulliken charge in e.
CARTESIAN COORDINATES (ANGSTROEM)
I (0.77810, -1.04209, 5.99126)  -0.021
Te (-2.55631, -0.77871, -1.05030)  0.708
As (4.84691, 1.27513, -1.96321)  2.026
Ge (3.99277, -5.14751, 0.96455)  0.592
Fe (2.90260, 0.19509, 1.17387)  0.986
Cl (2.55485, -6.82906, 1.12030)  -0.315
Cl (5.43518, -4.81331, -0.69873)  -0.295
Cl (5.02904, -5.24878, 2.86436)  -0.273
Cl (5.74392, -3.56680, 6.31267)  -0.275
F (3.46009, 0.18512, -2.37654)  -0.490
F (4.20529, 1.22527, -0.24240)  -0.588
F (6.11560, 2.28103, -1.25896)  -0.507
F (5.86430, -0.15479, -1.54850)  -0.504
F (5.41119, 1.42117, -3.62355)  -0.488
F (3.85993, 2.69613, -2.16017)  -0.453
O (2.95509, 2.01681, 2.21775)  -0.485
O (1.13905, 1.00323, 0.40186)  -1.003
O (2.09579, -0.53411, 2.98441)  -0.582
O (0.07375, 4.00040, -3.09287)  -0.502
O (3.14669, -3.63766, 1.40027)  0.147
N (4.64141, -0.53528, 2.26694)  0.178
N (2.64001, -1.50245, 0.46395)  0.308
C (4.31633, -1.12932, 3.45176)  0.255
C (-6.04639, -0.65020, -0.89884)  -0.810
C (6.55019, -2.09356, 3.55714)  -0.572
C (3.63000, -1.90190, 5.99356)  -0.601
C (4.81007, -2.39953, 5.46726)  0.457
C (5.80202, -0.74592, 1.66861)  -0.277
C (1.94877, 3.29721, 0.51807)  0.788
C (1.26763, 4.87069, -1.27545)  -1.268
C (-3.09604, 0.57401, -2.65647)  -0.301
C (0.54875, 2.53990, -1.28589)  0.771
C (-5.43235, -0.47385, 0.51791)  1.379
C (-3.44604, -0.05717, -3.90426)  1.796
C (1.21526, -3.38399, -0.01660)  0.709
C (-3.22286, 2.68987, -1.24185)  -0.968
C (-0.20652, -4.05039, -1.80446)  -0.510
C (2.50505, -2.72421, 0.56423)  -0.336
C (2.60841, -1.51980, 5.12658)  -0.245
C (-4.97297, 2.79151, -5.93023)  -1.409
C (-4.29501, 2.44078, -3.46769)  -1.131
C (2.87083, 3.10646, 1.59576)  0.945
C (-6.36447, -0.24142, 4.22504)  -1.444
C (-3.05569, -1.43305, -4.18792)  -1.592
C (1.18244, 2.25062, -0.07513)  -0.736
C (-3.57603, 1.86297, -2.45476)  1.102
C (5.30263, -1.95933, 4.15835)  -0.556
C (-1.93198, -0.18691, 1.97169)  -1.383
C (0.18255, 2.87151, -4.02126)  -0.703
C (0.19973, -3.80513, 0.88904)  -0.592
C (-4.00460, -0.45742, 0.60078)  -1.058
C (0.60618, 3.78615, -1.88110)  0.995
C (-5.58024, -0.28584, 2.92977)  1.017
C (-6.22985, -0.42672, 1.65754)  -1.126
C (-0.91887, -4.47943, 0.44580)  -0.493
C (-3.81458, 0.70964, -4.99210)  -1.069
C (-4.21030, -0.28237, 3.00932)  -1.466
C (-4.31814, 2.03048, -4.81195)  0.460
C (-3.41860, -0.33509, 1.86958)  1.309
C (0.96742, -3.38323, -1.42110)  -0.312
C (2.92061, -1.01204, 3.83231)  0.929
C (6.70541, -1.60049, 2.27181)  -0.748
C (3.62197, 4.28179, 2.13390)  -1.775
C (-1.09699, -4.69691, -0.92951)  -0.585
C (2.03170, 4.53336, -0.20161)  -1.114
H (1.12080, 2.34788, -3.90769)  0.253
H (2.74933, 5.27637, 0.09589)  0.310
H (-1.56819, 0.55528, 1.25026)  0.042
H (-1.57491, 0.03082, 3.02308)  0.330
H (-0.28218, -4.17197, -2.89701)  0.349
H (-7.30847, -0.51307, 1.66376)  0.416
H (3.91427, 4.03778, 3.13148)  0.423
H (-5.94271, 2.34202, -6.18254)  0.279
H (-6.65459, 0.79852, 4.44400)  0.266
H (-5.12764, 3.87528, -5.84065)  0.377
H (-3.73912, -0.22957, 3.94029)  0.566
H (-2.06035, -1.69271, -3.76378)  0.188
H (7.66393, -1.78366, 1.77051)  0.431
H (-1.68489, -4.80268, 1.19582)  0.326
H (-3.07335, -1.60860, -5.29010)  0.410
H (-6.38216, 0.27186, -1.35287)  0.275
H (4.43127, 4.49733, 1.40206)  0.366
H (-4.32816, 2.64427, -6.82312)  0.349
H (3.37696, -2.01345, 7.04091)  0.419
H (7.34892, -2.62955, 3.98116)  0.494
H (-0.59686, 2.12003, -3.77709)  0.178
H (-6.88644, -1.41458, -0.88584)  0.364
H (-2.20463, 3.10128, -1.41371)  -0.131
H (-1.43624, -1.15307, 1.65449)  0.246
H (0.48733, -3.72998, 1.92065)  0.605
H (-3.76850, 0.30113, -5.98422)  0.321
H (-5.20794, -0.92303, -1.49183)  -0.230
H (3.03303, 5.25670, 2.20829)  0.375
H (1.76097, -3.01848, -2.07450)  0.503
H (6.03665, -0.10182, 0.81116)  0.343
H (1.28467, 5.89005, -1.62101)  0.441
H (-3.29481, 2.07112, -0.36621)  0.095
H (-3.74056, -2.12555, -3.67887)  0.308
H (0.28272, 1.70476, -1.87831)  0.588
H (0.29401, 3.24771, -5.04615)  0.346
H (-5.84072, -0.70183, 5.08953)  0.349
H (-3.89516, 3.54537, -1.05390)  0.469
H (-4.86606, 3.34617, -3.21502)  0.295
H (-7.28240, -0.84694, 4.13463)  0.368
H (-1.92855, -5.23173, -1.35807)  0.401

Output
spin multiplicity: 6
orbital gap (alpha / beta): 5.69 / 5.60 eV
charge: -1
ΔE to the lowest compared entry with this formula, charge and spin: 0.599 eV